No. 1
{"formula": "C5H15N5O10", "method": "the ωB97M-V functional and the def2-TZVPD basis", "symbols": ["C", "N", "O", "O", "H", "H", "H", "C", "N", "O", "O", "H", "H", "H", "C", "N", "O", "O", "H", "H", "H", "C", "N", "O", "O", "H", "H", "H", "C", "N", "O", "O", "H", "H", "H"], "coordinates": [[0.741, -0.893, 1.250], [0.225, -1.083, -0.128], [0.970, -0.749, -1.041], [-0.872, -1.571, -0.288], [1.440, -0.069, 1.272], [1.121, -1.869, 1.541], [-0.117, -0.674, 1.886], [-4.486, -1.857, 2.928], [-3.098, -1.492, 2.579], [-2.935, -0.618, 1.746], [-2.188, -2.045, 3.188], [-5.054, -1.944, 2.007], [-4.844, -1.041, 3.549], [-4.506, -2.812, 3.439], [1.112, 2.280, -1.535], [2.332, 2.494, -0.738], [2.671, 1.632, 0.037], [2.945, 3.526, -0.888], [1.363, 1.545, -2.296], [0.926, 3.212, -2.060], [0.267, 1.977, -0.933], [4.631, -1.004, -0.265], [4.760, -0.574, 1.153], [3.771, -0.747, 1.850], [5.811, -0.112, 1.538], [5.600, -0.946, -0.746], [3.895, -0.362, -0.740], [4.277, -2.030, -0.236], [-2.902, 0.494, -2.852], [-3.052, 1.864, -2.241], [-2.100, 2.322, -1.658], [-4.088, 2.446, -2.437], [-2.124, 0.012, -2.268], [-2.635, 0.693, -3.883], [-3.855, -0.006, -2.731]], "energy_ha": -1225.212406, "charge": 0, "e_above_lowest_kcal_mol": 1.3, "orbital_gap_ev": 10.90, "smiles": "C[N+](=O)[O-].C[N+](=O)[O-].C[N+](=O)[O-].C[N+](=O)[O-].C[N+](=O)[O-]", "largest_force_ev_per_a": 1.215}

No. 2
{"formula": "C5H15N6S", "method": "the ωB97M-V functional and the def2-TZVPD basis", "symbols": ["C", "C", "C", "C", "C", "N", "N", "N", "N", "N", "N", "S", "H", "H", "H", "H", "H", "H", "H", "H", "H", "H", "H", "H", "H", "H", "H"], "coordinates": [[-2.781, 0.470, -0.051], [-4.921, 3.108, -0.445], [-0.293, -3.270, 0.585], [6.868, -0.660, 0.979], [-5.200, 1.590, -0.233], [-1.575, 0.208, 0.406], [-0.879, -0.723, 0.330], [-2.944, -1.415, -0.736], [-1.965, -1.941, -0.366], [-1.518, -3.097, -0.117], [6.396, -0.626, -0.405], [-4.131, 0.854, 0.980], [-2.878, 1.120, -0.904], [-4.027, 3.178, -1.000], [-5.757, 3.655, -0.869], [-4.740, 3.493, 0.625], [0.004, -4.256, 0.749], [0.551, -2.769, 0.038], [-0.298, -2.752, 1.517], [7.918, -1.158, 0.897], [7.302, 0.278, 1.365], [6.215, -1.341, 1.653], [-5.350, 1.176, -1.179], [-6.214, 1.608, 0.209], [-2.100, -3.964, -0.487], [5.494, -0.217, -0.473], [7.000, -0.216, -1.081]], "energy_ha": -925.748446, "charge": 1, "e_above_lowest_kcal_mol": 22.0, "orbital_gap_ev": 5.91, "largest_force_ev_per_a": 5.536}

No. 3
{"formula": "C5H15NO", "method": "the ωB97M-V functional and the def2-TZVPD basis", "symbols": ["C", "C", "C", "C", "C", "N", "H", "H", "H", "H", "H", "H", "H", "H", "H", "H", "H", "H", "H", "O", "H", "H"], "coordinates": [[-0.065, -2.243, 0.129], [0.188, -0.823, 0.695], [0.676, -1.173, 2.290], [-0.992, 0.122, 0.464], [-0.468, 1.576, 0.290], [-1.868, 0.223, 1.690], [0.692, -2.619, -0.459], [-1.000, -2.230, -0.294], [-0.491, -3.031, 0.872], [1.075, -0.515, 0.069], [1.236, -0.220, 2.378], [-0.158, -1.265, 2.890], [1.386, -1.963, 2.223], [-1.660, -0.198, -0.306], [-0.299, 1.756, -0.798], [-1.216, 2.211, 0.803], [0.448, 1.940, 0.685], [-2.058, -0.764, 2.086], [-1.379, 0.827, 2.389], [2.255, 2.580, -5.818], [1.270, 2.509, -5.824], [2.427, 3.301, -6.454]], "energy_ha": -329.408066, "charge": 0, "e_above_lowest_kcal_mol": 62.5, "orbital_gap_ev": 10.10, "smiles": "CC(C)[C@H](C)N.O", "largest_force_ev_per_a": 6.492}

No. 4
{"formula": "C5H15NO", "method": "the ωB97M-V functional and the def2-TZVPD basis", "symbols": ["C", "C", "C", "O", "H", "H", "H", "H", "H", "H", "H", "H", "C", "C", "N", "H", "H", "H", "H", "H", "H", "H"], "coordinates": [[0.320, 0.659, -1.686], [1.174, -0.081, -0.644], [-0.557, 1.756, -1.083], [1.139, 1.200, -2.723], [1.699, 1.886, -2.339], [-0.314, -0.064, -2.207], [-1.244, 1.353, -0.339], [0.065, 2.499, -0.574], [2.108, -0.342, -1.136], [1.481, 0.579, 0.170], [-0.185, -0.538, 0.202], [-1.126, 2.249, -1.872], [-0.895, -1.093, 1.085], [-0.751, -0.170, 2.281], [-0.229, -2.309, 1.225], [-0.705, -3.039, 0.697], [0.764, -2.165, 0.566], [-1.915, -1.175, 0.706], [1.285, -1.393, -0.080], [-1.178, 0.811, 2.075], [-1.243, -0.594, 3.158], [0.305, -0.029, 2.517]], "energy_ha": -329.352335, "charge": 0, "e_above_lowest_kcal_mol": 97.4, "orbital_gap_ev": 9.80, "largest_force_ev_per_a": 3.590}

No. 5
{"formula": "C5H15NO", "method": "the ωB97M-V functional and the def2-TZVPD basis", "symbols": ["C", "C", "C", "C", "C", "N", "H", "H", "H", "H", "H", "H", "H", "H", "H", "H", "H", "H", "H", "O", "H", "H"], "coordinates": [[-1.530, -0.361, 0.931], [-0.014, -0.454, 1.144], [0.550, -1.599, 0.288], [0.669, 0.883, 0.880], [2.124, 0.955, 1.372], [0.501, 1.279, -0.522], [-1.983, 0.551, 1.309], [-1.783, -0.402, -0.126], [-1.968, -1.217, 1.461], [0.191, -0.716, 2.182], [1.620, -1.516, 0.100], [0.057, -1.623, -0.683], [0.276, -2.540, 0.765], [0.111, 1.647, 1.427], [2.260, 0.307, 2.246], [2.411, 1.972, 1.609], [2.833, 0.633, 0.603], [1.089, 0.761, -1.172], [0.653, 2.267, -0.662], [-2.092, -0.423, -3.419], [-2.513, -0.300, -2.561], [-1.591, -1.238, -3.428]], "energy_ha": -329.489795, "charge": 0, "e_above_lowest_kcal_mol": 11.2, "orbital_gap_ev": 10.00, "smiles": "CC(C)[C@@H](C)N.O", "largest_force_ev_per_a": 0.818}

No. 6
{"formula": "C5H15NO", "method": "the ωB97M-V functional and the def2-TZVPD basis", "symbols": ["C", "C", "N", "C", "C", "C", "H", "H", "H", "H", "H", "H", "H", "H", "H", "H", "H", "H", "H", "O", "H", "H"], "coordinates": [[-0.546, 1.422, -2.214], [0.589, 1.706, -1.204], [0.879, 0.699, -0.233], [0.135, 0.694, 1.041], [0.838, -0.100, 2.160], [-1.295, 0.086, 0.727], [-1.533, 1.818, -1.846], [-0.642, 0.319, -2.134], [-0.480, 1.857, -3.226], [1.488, 1.693, -1.961], [0.567, 2.687, -0.715], [1.884, 0.602, -0.171], [-0.095, 1.762, 1.315], [1.664, 0.409, 2.674], [-0.094, -0.127, 2.780], [0.956, -1.177, 1.912], [-1.923, 0.109, 1.641], [-1.745, 0.727, -0.037], [-1.214, -0.987, 0.485], [-0.007, -5.056, -0.213], [0.712, -4.600, 0.235], [-0.137, -4.545, -1.018]], "energy_ha": -329.447611, "charge": 0, "e_above_lowest_kcal_mol": 37.6, "orbital_gap_ev": 9.40, "smiles": "CCNC(C)C.O", "largest_force_ev_per_a": 3.498}

No. 7
{"formula": "C5H15NO", "method": "the ωB97M-V functional and the def2-TZVPD basis", "symbols": ["C", "C", "C", "C", "C", "N", "H", "H", "H", "H", "H", "H", "H", "H", "H", "H", "H", "H", "H", "O", "H", "H"], "coordinates": [[0.519, 1.349, -1.613], [1.234, 0.734, -0.388], [1.379, 1.732, 0.762], [0.628, -0.610, -0.132], [1.246, -1.375, 1.084], [-0.807, -0.429, 0.283], [0.523, 0.589, -2.424], [-0.516, 1.653, -1.430], [1.037, 2.264, -2.080], [2.199, 0.571, -0.740], [2.158, 1.443, 1.483], [0.500, 1.826, 1.379], [1.299, 2.754, 0.431], [0.617, -1.438, -0.866], [2.284, -1.417, 1.003], [0.899, -2.384, 1.136], [1.003, -0.900, 2.067], [-0.836, 0.320, 0.958], [-1.193, -1.136, 0.883], [-3.451, -1.321, -0.234], [-4.099, -0.836, 0.320], [-2.660, -0.718, -0.511]], "energy_ha": -329.458227, "charge": 0, "e_above_lowest_kcal_mol": 31.0, "orbital_gap_ev": 10.29, "smiles": "CC(C)[C@@H](C)N.O", "largest_force_ev_per_a": 4.863}

No. 8
{"formula": "C5H15NO", "method": "the ωB97M-V functional and the def2-TZVPD basis", "symbols": ["C", "C", "C", "C", "C", "N", "H", "H", "H", "H", "H", "H", "H", "H", "H", "H", "H", "H", "H", "H", "H", "O"], "coordinates": [[0.208, 1.152, -2.248], [0.164, 0.613, -0.756], [-1.197, 0.108, -0.323], [-1.133, -0.547, 1.063], [-0.836, -2.055, 1.082], [0.684, 1.650, 0.048], [-0.492, 0.582, -2.854], [1.203, 1.168, -2.654], [-0.195, 2.160, -2.242], [0.874, -0.226, -0.737], [-1.493, -0.597, -1.102], [-1.954, 0.892, -0.307], [-2.053, -0.395, 1.620], [-0.352, -0.083, 1.685], [0.158, -2.318, 0.704], [-1.589, -2.582, 0.492], [-0.853, -2.365, 2.117], [1.486, 2.193, -0.282], [-0.016, 2.266, 0.468], [1.704, -0.764, 1.343], [3.063, -0.043, 1.252], [2.619, -0.812, 1.631]], "energy_ha": -329.160314, "charge": 1, "e_above_lowest_kcal_mol": 22.6, "spin_multiplicity": 2, "orbital_gap_ev": [11.55, 6.43], "largest_force_ev_per_a": 1.611, "s_squared": 0.75}

No. 9
{"formula": "C5H15NO2", "method": "the ωB97M-V functional and the def2-TZVPD basis", "symbols": ["C", "C", "C", "C", "C", "N", "H", "H", "H", "H", "H", "H", "H", "H", "H", "H", "H", "H", "H", "O", "H", "H", "O"], "coordinates": [[1.528, 1.375, 1.898], [1.953, -0.168, 1.786], [0.778, -0.866, 0.966], [0.416, -0.062, -0.161], [1.018, -0.067, -1.331], [0.338, 0.660, -2.476], [0.465, 1.401, 2.062], [1.669, 1.914, 0.950], [2.066, 1.539, 2.931], [3.013, -0.378, 1.607], [1.798, -0.488, 2.821], [1.244, -1.849, 0.648], [-0.010, -1.183, 1.673], [-0.639, 0.374, -0.065], [1.946, -0.451, -1.423], [1.007, 0.840, -3.259], [-0.088, 1.588, -2.393], [-5.549, 0.271, 5.038], [-5.695, 0.719, 3.502], [-5.398, 0.018, 4.112], [-1.243, -2.080, -6.059], [-0.250, -1.047, -6.440], [-0.368, -2.061, -6.386]], "energy_ha": -404.589824, "charge": -1, "e_above_lowest_kcal_mol": 69.9, "spin_multiplicity": 2, "orbital_gap_ev": [1.48, 7.49], "largest_force_ev_per_a": 6.712, "s_squared": 0.75}

No. 10
{"formula": "C5H15NO2", "method": "the ωB97M-V functional and the def2-TZVPD basis", "symbols": ["C", "N", "C", "C", "C", "C", "O", "H", "H", "H", "H", "H", "H", "H", "H", "H", "H", "H", "H", "H", "O", "H", "H"], "coordinates": [[1.259, 1.973, 0.033], [0.471, 0.816, 0.428], [-0.124, 0.009, -0.613], [-1.506, 0.526, -1.070], [-0.212, -1.452, -0.149], [1.170, -2.078, 0.013], [1.682, -2.516, -1.242], [1.948, 2.201, 0.842], [1.829, 1.801, -0.883], [0.659, 2.847, -0.262], [-0.181, 1.140, 1.123], [0.487, -0.065, -1.511], [-1.533, 0.688, -2.147], [-1.687, 1.557, -0.750], [-2.328, -0.139, -0.833], [-0.866, -1.591, 0.715], [-0.685, -1.975, -0.990], [1.878, -1.283, 0.259], [1.238, -2.770, 0.857], [1.294, -3.350, -1.531], [-1.880, 1.072, 2.760], [-1.198, 1.642, 3.128], [-1.716, 0.946, 1.822]], "energy_ha": -404.695044, "charge": 0, "e_above_lowest_kcal_mol": 37.7, "orbital_gap_ev": 9.62, "smiles": "CN[C@H](C)CCO.O", "largest_force_ev_per_a": 1.281}